{
  "formula": "C26H56N5O2",
  "method": "ωB97M-V/def2-TZVPD",
  "homo_energy_ev": [-10.58, -11.35],
  "total_energy_ha": -1448.148788,
  "spin_multiplicity": 3,
  "e_above_lowest_ev": 0.000,
  "total_charge": 1,
  "symbols": ["O", "O", "N", "N", "N", "N", "N", "C", "C", "C", "C", "C", "C", "C", "C", "C", "C", "C", "C", "C", "C", "C", "C", "C", "C", "C", "C", "C", "C", "C", "C", "C", "C", "H", "H", "H", "H", "H", "H", "H", "H", "H", "H", "H", "H", "H", "H", "H", "H", "H", "H", "H", "H", "H", "H", "H", "H", "H", "H", "H", "H", "H", "H", "H", "H", "H", "H", "H", "H", "H", "H", "H", "H", "H", "H", "H", "H", "H", "H", "H", "H", "H", "H", "H", "H", "H", "H", "H", "H"],
  "coordinates": [[1.12579, -2.19240, -1.21011], [-3.16973, 1.76360, 0.24471], [-3.53833, 1.04386, -0.79080], [-1.03829, 2.40629, 4.27436], [3.94357, 1.34939, 5.09089], [-2.05884, -0.28448, 3.96819], [2.08008, -2.96817, -1.67355], [-2.42610, 1.04661, -1.78185], [2.75196, -1.51390, -3.61141], [3.53854, 1.07183, 2.64098], [4.08505, -1.22175, -2.92960], [-0.71834, 0.01144, 3.42656], [2.10575, -2.83225, -3.15609], [-4.73522, 2.87218, -2.03537], [-5.55292, 0.48349, -2.13393], [-5.82911, 1.77935, -0.08277], [4.36365, -3.76820, -1.10226], [-4.85891, 1.55356, -1.25515], [-3.65853, 2.84025, -3.11573], [-2.32533, 2.37822, -2.54083], [3.94812, -1.31011, -1.41465], [1.08557, 1.84846, 3.06941], [4.11512, 0.42835, 3.94727], [2.00517, 0.74291, 2.46764], [2.86051, -4.03317, -3.77838], [-2.60498, -0.10834, -2.78632], [3.33122, -2.63523, -0.94264], [-2.93041, 0.89916, 3.98293], [-1.07064, 0.75074, -1.11901], [-0.05433, 1.31313, 3.98736], [-2.25636, 1.90240, 4.98852], [0.69366, -2.90723, -3.76157], [3.09368, -2.55876, 0.57289], [-5.69704, 3.12256, -2.48951], [-5.38589, 0.63599, -3.20002], [-5.22283, -0.52333, -1.87321], [-1.11049, -0.17789, -0.54418], [-0.66246, 0.02751, 2.31503], [2.42761, -4.32383, -4.73592], [-5.94851, 0.86916, 0.50934], [3.92183, -4.73770, -0.86488], [2.80424, -4.91504, -3.13852], [2.46181, -1.71583, 0.85631], [-1.38018, 2.86319, 3.42204], [-1.94324, 3.15640, -1.87111], [2.07166, -0.68016, -3.40401], [3.91037, -3.81810, -3.97814], [0.18643, -3.82686, -3.46285], [-2.94087, 2.70954, 5.29491], [-3.54381, 3.83907, -3.54293], [0.75145, -2.89446, -4.85080], [-2.45982, -0.97808, 3.34390], [-3.96188, 0.65415, 4.28052], [-3.96364, 2.19250, -3.94268], [3.33191, -0.47187, -1.06869], [4.03985, -2.43157, 1.10213], [-1.70791, -0.22550, -3.39601], [-0.06290, -0.82412, 3.75130], [5.19269, 0.16785, 3.82818], [-6.81175, 2.06574, -0.45890], [2.89402, -1.52858, -4.69488], [-3.42035, 0.04663, -3.48995], [-1.94658, 1.27420, 5.84838], [4.79743, -3.82714, -2.09828], [0.58605, 2.38355, 2.22478], [1.65519, 2.63744, 3.60679], [4.34431, 0.95401, 5.93303], [2.62908, -3.47436, 0.94574], [-2.87491, 1.40015, 2.98204], [4.85812, -1.90895, -3.28522], [4.44189, 2.19672, 4.83872], [-1.59424, 2.28583, -3.34794], [-0.29420, 0.63590, -1.87615], [-5.50578, 2.58308, 0.57977], [-2.77498, -1.05515, -2.27010], [-6.63439, 0.49439, -1.99620], [5.20449, -3.61712, -0.42346], [3.57395, -0.52312, 4.11987], [4.42269, -0.22029, -3.20698], [-4.50288, 3.68884, -1.34318], [4.93014, -1.17714, -0.95236], [-0.63363, 3.12553, 4.87996], [-0.74218, 1.55226, -0.45447], [1.84829, 0.70382, 1.36952], [3.74790, 2.15660, 2.59315], [0.06944, -2.05980, -3.47487], [4.04942, 0.55330, 1.80066], [0.40711, 1.07131, 4.96976], [1.86683, -0.26252, 2.90084]]
}


{
  "formula": "C26H57BrNO21S6",
  "method": "ωB97M-V/def2-TZVPD",
  "homo_energy_ev": -12.26,
  "total_energy_ha": -7622.064610,
  "total_charge": 1,
  "symbols": ["Br", "S", "S", "S", "S", "S", "S", "O", "O", "O", "O", "O", "O", "O", "O", "O", "O", "O", "O", "O", "O", "O", "O", "O", "O", "O", "O", "O", "N", "C", "C", "C", "C", "C", "C", "C", "C", "C", "C", "C", "C", "C", "C", "C", "C", "C", "C", "C", "C", "C", "C", "C", "C", "C", "C", "H", "H", "H", "H", "H", "H", "H", "H", "H", "H", "H", "H", "H", "H", "H", "H", "H", "H", "H", "H", "H", "H", "H", "H", "H", "H", "H", "H", "H", "H", "H", "H", "H", "H", "H", "H", "H", "H", "H", "H", "H", "H", "H", "H", "H", "H", "H", "H", "H", "H", "H", "H", "H", "H", "H", "H", "H"],
  "coordinates": [[-2.00158, 0.74890, 4.55950], [3.82694, -1.37441, -2.07865], [-1.57009, -3.99394, -3.45334], [5.26368, 6.26196, -3.89665], [-0.30596, 4.64017, -2.97997], [3.90969, 2.35123, 5.35175], [-6.82181, -5.27161, 7.03423], [0.45900, 3.65377, -4.02692], [-2.09982, -0.35486, 0.78678], [4.08576, 5.83548, -3.17398], [-2.71427, -4.69371, -2.90770], [-1.22004, 5.48408, -3.71749], [-2.89821, -0.86734, 4.76814], [2.92190, 3.38822, 5.56499], [6.55290, 6.16135, -2.90568], [-0.87301, -2.09173, 4.07216], [-7.08101, -5.53654, 5.63628], [2.46962, -1.75992, -2.39597], [4.18883, -0.00951, -2.89125], [5.31510, 7.52144, -4.60912], [-1.71225, -2.81259, -4.27545], [-0.72890, 3.86866, -1.83000], [-5.61785, -5.73164, 7.69406], [-6.99839, -3.67529, 7.30776], [3.25148, 0.90839, 5.72485], [4.93588, -2.29832, -2.19341], [-0.61696, -5.06275, -4.23012], [4.63470, 2.22496, 4.10673], [-4.13722, -3.84959, -0.09995], [2.05243, 0.51782, 5.06881], [-3.05732, 0.60209, 0.21033], [6.76310, 7.19782, -1.95585], [-2.16932, -1.77313, 3.82912], [-8.22651, -5.82091, 7.97203], [1.10202, 5.61928, -2.51809], [-1.40208, -5.04543, -6.53035], [2.31426, 0.08921, 3.63719], [-5.87101, -2.59271, 5.44636], [-2.74057, -1.67630, 1.00099], [-4.45854, 0.77447, 1.04289], [-1.28293, 2.85683, -5.52301], [5.09065, 2.41319, 6.67684], [3.32477, -0.36870, -5.13450], [-0.22433, 2.49922, -4.49672], [4.54057, -0.10885, -4.26495], [-5.93618, -2.80200, 6.94761], [-2.83661, -2.43596, 2.47962], [-0.45294, -3.61409, -2.12591], [-1.18542, -5.85414, -5.26511], [-3.42207, -2.50346, -0.26231], [5.79338, 7.09421, -0.79365], [3.83749, -0.67742, -0.44509], [-3.58297, -3.89854, 2.63637], [-4.24451, -4.55188, 1.26688], [5.73071, 4.96110, -5.01202], [2.89681, -1.35393, -4.92944], [4.98602, 0.85019, -4.55234], [4.55724, 2.46561, 7.62692], [1.64382, -0.33239, 5.62645], [-5.39145, 0.24454, 0.52125], [-2.53002, 1.66662, 0.12999], [1.82099, 4.98544, -1.99727], [-1.72292, 1.95504, -5.95728], [5.72078, 1.52302, 6.63007], [5.70211, 3.30619, 6.53938], [1.40614, -0.31306, 3.18014], [5.30681, -0.87770, -4.41345], [6.03647, 7.82626, -0.01879], [-8.32021, -6.89917, 7.83489], [-3.62970, -4.42407, 3.68258], [0.52454, 1.85244, -4.96750], [-2.08983, 3.43978, -5.07029], [-9.12051, -5.32123, 7.59423], [5.81849, 6.09053, -0.35717], [3.13114, 0.15420, -0.41152], [-4.43400, 0.38557, 2.14805], [2.54243, 0.37111, -4.93667], [-2.16230, -4.27391, -6.37968], [-0.47931, -4.53645, -6.82691], [0.49062, -3.26316, -2.54805], [7.78554, 7.08456, -1.57825], [-3.36313, 0.22371, -0.87982], [-2.11733, -6.32098, -4.92759], [4.76606, 7.27887, -1.11981], [-6.84492, -2.27920, 5.05684], [-0.47728, -6.66334, -5.47608], [-0.65539, 1.93779, -3.66049], [-5.59974, -3.51816, 4.93077], [3.52557, -1.45539, 0.25327], [-4.78990, -5.60512, 1.40235], [4.84806, -0.34239, -0.20752], [-3.35296, -2.03309, -1.33183], [1.54175, 6.05215, -3.41860], [-1.73395, -5.68841, -7.35000], [2.65132, 0.93288, 3.02852], [5.88090, 4.04314, -4.44067], [-4.58358, -4.33518, -0.91266], [-5.12460, -1.83536, 5.19202], [-6.13307, -1.83975, 7.43350], [-0.85410, 3.46663, -6.32474], [-0.30207, -4.50891, -1.52053], [6.70380, 8.18066, -2.43628], [1.30803, 1.32042, 5.11335], [3.59054, -0.33197, -6.19441], [-8.06409, -5.58883, 9.02545], [-4.98195, -3.17159, 7.33896], [4.91701, 4.82312, -5.72553], [0.75475, 6.41499, -1.85742], [-0.90440, -2.82449, -1.52345], [-4.71322, 1.91611, 1.06959], [6.64349, 5.25069, -5.53443], [3.10052, -0.67161, 3.59881]]
}